{
  "formula": "C24H16BaBrN6",
  "method": "wB97M-V/def2-TZVPD",
  "species": ["Ba", "C", "C", "N", "C", "C", "N", "C", "C", "C", "C", "C", "N", "C", "C", "N", "C", "C", "N", "C", "C", "C", "N", "C", "C", "H", "H", "H", "H", "H", "H", "H", "H", "H", "H", "H", "H", "Br", "C", "C", "C", "C", "C", "C", "H", "H", "H", "H"],
  "xyz": [[13.65, 8.34, 5.54], [17.11, 5.19, 7.19], [16.24, 6.00, 6.51], [15.14, 6.55, 7.07], [14.85, 6.17, 8.37], [15.77, 5.34, 8.99], [16.90, 4.85, 8.47], [13.66, 6.73, 9.00], [13.19, 6.29, 10.26], [12.38, 7.12, 11.02], [11.87, 8.28, 10.41], [12.11, 8.49, 9.05], [12.96, 7.73, 8.34], [11.33, 9.55, 8.21], [10.62, 10.59, 9.06], [10.80, 11.85, 8.95], [11.63, 12.39, 8.07], [12.35, 11.52, 7.22], [12.20, 10.21, 7.21], [11.92, 6.67, 12.33], [12.60, 5.66, 13.04], [12.05, 5.12, 14.17], [10.87, 5.52, 14.64], [10.28, 6.51, 14.02], [10.76, 7.16, 12.89], [18.01, 4.83, 6.76], [16.48, 6.26, 5.47], [15.62, 5.05, 10.04], [13.41, 5.31, 10.66], [11.43, 9.14, 10.98], [9.95, 10.25, 9.84], [11.77, 13.45, 8.09], [13.06, 11.92, 6.47], [13.58, 5.35, 12.77], [12.55, 4.33, 14.71], [9.36, 6.85, 14.53], [10.14, 7.96, 12.53], [6.09, 7.32, 6.00], [7.80, 7.72, 6.56], [7.87, 8.01, 7.93], [9.11, 8.39, 8.48], [10.18, 8.69, 7.64], [10.15, 8.17, 6.33], [8.95, 7.68, 5.81], [7.04, 7.80, 8.61], [9.18, 8.35, 9.57], [11.01, 8.18, 5.67], [9.01, 7.34, 4.77]],
  "mulliken_charge": [1.70, -0.49, -0.05, -0.08, 0.00, 0.04, -0.56, -0.49, -0.95, 0.74, -0.12, -1.27, -0.07, 2.18, -0.42, -0.72, -0.64, -0.37, -0.39, 0.70, -0.61, -0.47, -0.58, -0.45, -0.43, 0.44, 0.31, 0.47, 0.79, 0.93, 0.33, 0.39, 0.24, 0.52, 0.38, 0.36, 0.40, -0.15, -0.05, -0.87, -0.19, 0.63, 0.17, -0.57, 0.41, 0.25, -0.76, 0.36],
  "orbital_gap_ev": 4.2933,
  "total_charge": 1,
  "e_homo_ev": -8.7,
  "energy_ev": -104816.5406
}